Version A
Density functional theory data (wB97M-V/def2-TZVPD) for a 3-piece molecular cluster, C5H15NO2 overall.

Results
- Structure (SMILES): C/C=C/CCN.O.O
- Kohn-Sham gap: 0.376 Eh
- Charge: 0

Structure (XYZ):
```
23
Properties=species:S:1:pos:R:3:mulliken_charge:R:1
O -2.068 -2.626 1.676 -0.651
O 2.399 1.736 -1.871 -0.657
N 1.531 -0.886 1.936 -0.587
C 0.987 0.442 1.607 -0.301
C -0.504 0.324 1.208 -0.493
C -1.115 0.444 -2.662 -1.075
C -0.620 -0.053 -0.253 -0.101
C -1.002 0.803 -1.185 -0.296
H -2.123 -3.017 0.799 0.323
H -1.070 -0.635 -2.821 0.317
H -1.244 -2.144 1.619 0.399
H 1.062 1.106 2.465 0.301
H -1.307 1.833 -1.042 0.360
H 2.516 -0.950 1.705 0.219
H -1.073 1.164 1.601 0.390
H 1.530 0.882 0.773 0.176
H 1.502 -0.980 2.940 0.224
H 2.596 0.987 -2.435 0.324
H 1.615 1.569 -1.340 0.297
H -0.852 -0.485 1.831 0.054
H -2.052 0.798 -3.061 0.352
H -0.510 -1.124 -0.368 0.208
H -0.200 0.811 -3.121 0.217
```

***

Version B
Density functional theory data (wB97M-V/def2-TZVPD) for a 2-piece molecular cluster, C5H15NO2 overall.

Results
- Structure (SMILES): CC[C@@H](CO)NC.O
- Kohn-Sham gap: 0.319 Eh
- Charge: 0

Structure (XYZ):
```
23
Properties=species:S:1:pos:R:3:mulliken_charge:R:1
O 0.466 -2.898 -0.880 -0.538
O -3.349 1.168 0.853 -0.647
N -0.307 0.675 -0.787 -0.166
C 0.190 1.766 -1.608 -0.975
C 1.930 0.342 1.377 -1.196
C 0.413 -0.519 -0.441 0.374
C -0.388 -1.751 -0.848 -0.900
C 0.742 -0.550 1.045 -0.518
H -3.788 0.533 1.456 0.317
H -0.161 -0.208 1.581 0.295
H 2.839 -0.151 1.022 0.332
H -2.848 1.743 1.448 0.317
H -0.809 -1.582 -1.844 0.321
H -0.952 0.967 -0.076 0.122
H 0.077 -3.618 -0.379 0.326
H -1.214 -1.911 -0.152 0.288
H 0.372 2.674 -1.017 0.287
H -0.510 2.071 -2.381 0.296
H 1.354 -0.560 -0.987 0.372
H 2.009 0.590 2.440 0.362
H 1.136 1.487 -2.045 0.358
H 1.845 1.291 0.842 0.231
H 0.953 -1.559 1.384 0.341
```

***

Version C
Density functional theory data (wB97M-V/def2-TZVPD) for a 2-piece molecular cluster, C5H15NO2 overall.

Results
- Structure (SMILES): CC[C@@H](C)NCO.O
- Kohn-Sham gap: 0.365 Eh
- Charge: 0

Structure (XYZ):
```
23
Properties=species:S:1:pos:R:3:mulliken_charge:R:1
O -1.935 2.687 1.069 -0.687
O -0.178 -1.850 2.715 -0.576
N 0.060 -0.009 1.152 -0.333
C 1.408 0.495 -0.841 -0.746
C -0.260 -1.609 -0.808 -1.550
C 0.002 -0.186 -0.295 0.586
C 1.114 0.864 -2.331 -1.251
C -0.827 -0.656 2.132 -0.389
H -1.728 -1.251 1.780 0.241
H 1.650 1.338 -0.324 0.521
H 0.340 -2.053 -1.596 0.374
H 1.896 1.666 -2.739 0.287
H -0.320 -2.458 -0.147 0.379
H -1.084 -0.080 2.954 0.336
H 2.206 -0.293 -0.852 0.270
H -1.180 2.018 0.918 0.390
H -2.162 3.200 0.271 0.300
H 1.023 0.031 1.701 0.251
H -1.169 -1.745 -1.299 0.473
H -0.942 0.488 -0.597 0.069
H 1.068 -0.034 -2.790 0.365
H 0.254 1.459 -2.554 0.381
H 0.766 -2.022 2.483 0.308
```

***

Version D
Density functional theory data (wB97M-V/def2-TZVPD) for a 2-piece molecular cluster, C5H15NO2 overall.

Results
- Structure (SMILES): CC(C)[C@H](N)CO.O
- Kohn-Sham gap: 0.383 Eh
- Charge: 0

Structure (XYZ):
```
23
Properties=species:S:1:pos:R:3:mulliken_charge:R:1
O 1.599 -0.132 4.376 -0.638
O 2.377 -0.452 0.821 -0.510
N 0.860 1.261 -1.355 -0.762
C -2.097 0.324 0.407 -1.786
C 1.429 -0.792 -0.180 -0.749
C 0.345 0.305 -0.331 0.185
C -1.075 -0.291 -0.554 0.719
C -1.572 -0.397 -2.026 -1.324
H -1.687 -1.452 -2.261 0.278
H -1.716 0.241 1.411 0.430
H 0.543 0.921 -2.251 0.228
H -2.273 1.373 0.168 0.366
H 0.361 2.135 -1.253 0.297
H 0.309 0.874 0.599 0.403
H 1.515 0.171 3.449 0.308
H -1.004 -1.331 -0.271 0.196
H -0.901 0.038 -2.767 0.336
H 0.976 -1.741 0.083 0.292
H 2.510 0.164 4.548 0.318
H 1.897 -0.885 -1.163 0.328
H -2.559 0.060 -2.133 0.319
H -3.036 -0.208 0.292 0.462
H 3.200 -0.187 0.391 0.303
```

***

Verdict on stability: version C comes out at the bottom.

***

Version A
Density functional theory data (wB97M-V/def2-TZVPD) for a 2-piece molecular cluster, C5H7ClO2 overall.

Results
- Kohn-Sham gap: 0.343 Eh
- Charge: 0

Structure (XYZ):
```
15
Properties=species:S:1:pos:R:3:mulliken_charge:R:1
Cl -3.130 1.045 -0.837 -0.166
O 0.151 -1.736 -2.283 -0.580
O 0.767 0.088 -0.192 -0.400
C 1.896 1.092 1.822 -0.818
C 0.877 0.449 1.101 -0.006
C -1.540 0.909 -0.126 -0.394
C -0.832 -1.449 -1.282 -0.006
C -0.546 0.006 -0.575 0.204
H 1.879 1.046 3.017 0.209
H -1.355 1.664 0.638 0.405
H -1.862 -1.613 -1.829 0.294
H -0.029 0.230 1.588 0.504
H -0.573 -2.250 -0.461 0.169
H 1.171 -0.845 -2.123 0.371
H 3.126 1.363 1.541 0.214
```

***

Version B
Density functional theory data (wB97M-V/def2-TZVPD) for C5H7ClO2 as an isolated structure.

Results
- Kohn-Sham gap: 0.392 Eh
- Charge: 0

Structure (XYZ):
```
15
Properties=species:S:1:pos:R:3:mulliken_charge:R:1
Cl -2.591 0.335 0.128 -0.216
O 1.174 -0.468 0.876 -0.481
O 0.571 2.104 0.068 -0.580
C -0.206 -0.277 1.311 -0.826
C 0.126 0.982 -0.662 -0.034
C -0.310 -1.084 -0.838 -0.523
C 0.967 -0.327 -0.580 -0.280
C -0.915 0.032 0.029 0.484
H -0.366 -2.111 -0.432 0.283
H 1.041 1.795 0.853 0.358
H -0.561 -1.059 -1.891 0.297
H -0.150 1.190 -1.716 0.390
H -0.248 0.552 2.051 0.306
H -0.486 -1.196 1.819 0.357
H 1.954 -0.471 -1.016 0.465
```

***

Verdict on stability: version A comes out at the bottom.

***

Version A
Density functional theory data (wB97M-V/def2-TZVPD) for a 2-piece molecular cluster, C3H6N4 overall.

Results
- Kohn-Sham gap (spin up / spin down): 0.341 / 0.282 Eh
- Charge: +2

Structure (XYZ):
```
13
Properties=species:S:1:pos:R:3:mulliken_charge:R:1
N 1.312 0.736 -0.058 -0.227
N -3.722 -0.182 -0.269 -0.137
N 0.800 -1.523 -0.150 -0.177
N -2.667 -0.745 0.175 0.158
C 0.566 -0.305 -0.007 0.218
C -2.780 0.759 -0.398 0.227
C -1.967 0.284 0.707 -0.063
H 2.041 0.741 0.558 0.253
H -2.536 1.316 -1.262 0.311
H 0.104 -2.251 0.085 0.296
H 1.632 -1.939 -0.517 0.292
H -0.948 0.314 1.119 0.569
H 0.968 1.459 -0.640 0.280
```

***

Version B
Density functional theory data (wB97M-V/def2-TZVPD) for an isolated ion of composition C3H6N4 and charge +2.

Results
- Structure (SMILES): [H]/N=[NH+]/C(C)=[NH+]\C#N
- Kohn-Sham gap: 0.329 Eh
- Charge: +2

Structure (XYZ):
```
13
Properties=species:S:1:pos:R:3:mulliken_charge:R:1
N -1.434 1.208 -0.480 -0.522
N -0.238 1.140 -0.168 0.441
N -2.894 -1.466 0.028 -0.018
N -0.482 -1.222 0.042 -0.042
C 0.340 -0.299 -0.168 0.799
C 1.729 -0.026 0.206 -1.401
C -1.804 -1.292 0.147 0.265
H -2.124 2.089 -0.838 0.451
H 2.374 -0.868 0.305 0.446
H 0.141 -2.024 -0.067 0.341
H 1.589 0.252 1.290 0.479
H 0.526 1.827 0.083 0.318
H 2.277 0.682 -0.381 0.442
```

***

Verdict on stability: version A comes out at the bottom.

***

Version A
Density functional theory data (wB97M-V/def2-TZVPD) for a 2-piece molecular cluster, C8H17N2 overall.

Results
- Kohn-Sham gap (spin up / spin down): 0.294 / 0.288 Eh
- Charge: +1

Structure (XYZ):
```
27
Properties=species:S:1:pos:R:3:mulliken_charge:R:1
N -1.726 -1.957 1.113 -0.268
N -1.360 1.092 0.673 0.347
C 1.423 0.899 -0.244 -0.520
C -0.888 1.278 1.918 -0.359
C 2.848 0.440 -0.295 -1.325
C 0.769 -1.288 -1.211 -2.070
C -0.985 0.090 -0.166 -1.247
C 0.446 -0.352 -0.091 1.325
C -1.965 -2.943 0.460 -0.131
C -2.298 2.032 0.177 -1.001
H -0.489 0.451 2.442 0.350
H 2.981 0.001 -1.248 0.418
H 1.247 1.414 0.747 0.309
H -1.898 -3.087 -0.675 0.235
H -2.244 3.075 0.555 0.369
H -0.140 -1.805 -1.326 0.530
H -1.170 2.240 2.397 0.288
H -2.081 2.141 -0.869 0.351
H 0.953 -0.803 -2.098 0.484
H 0.708 -0.779 0.965 0.287
H -2.370 -3.948 0.931 0.271
H 1.491 -1.990 -0.926 0.411
H -3.293 1.520 0.302 0.351
H -1.479 0.013 -1.136 0.458
H 3.555 1.333 -0.247 0.326
H 3.142 -0.400 0.323 0.373
H 1.074 1.557 -1.001 0.437
```

***

Version B
Density functional theory data (wB97M-V/def2-TZVPD) for a 2-piece molecular cluster, C8H17N2 overall.

Results
- Kohn-Sham gap: 0.335 Eh
- Charge: +1

Structure (XYZ):
```
27
Properties=species:S:1:pos:R:3:mulliken_charge:R:1
N -2.340 -0.415 -0.503 -0.110
N 1.127 -0.208 0.603 0.215
C -0.155 1.823 0.981 -1.449
C 0.447 -0.863 1.640 -1.145
C 0.812 0.980 0.291 1.548
C -1.464 -0.768 -1.499 0.140
C 1.555 1.659 -0.773 -1.751
C 1.953 -1.136 -0.198 -1.084
C -2.948 -1.598 0.043 -0.854
C -0.534 -1.200 -2.140 -0.896
H -0.181 2.730 0.382 0.389
H -2.906 0.286 -1.020 0.317
H 0.565 -0.269 2.533 0.428
H 0.172 2.004 1.973 0.399
H -2.186 -2.214 0.608 0.259
H -3.720 -1.256 0.718 0.333
H 2.618 1.593 -0.624 0.457
H -1.211 1.393 1.018 0.305
H 1.191 2.688 -0.920 0.368
H 1.149 -1.626 -0.835 0.360
H -3.413 -2.225 -0.766 0.346
H 2.640 -0.609 -0.783 0.417
H -0.693 -0.761 1.586 0.236
H 0.577 -1.900 1.732 0.425
H 1.596 1.150 -1.720 0.404
H 0.039 -1.267 -2.945 0.558
H 2.407 -1.734 0.546 0.383
```

***

Verdict on stability: version A comes out at the bottom.

***

Version A
Density functional theory data (wB97M-V/def2-TZVPD) for a 2-piece molecular cluster, C4H8FNO overall.

Results
- Kohn-Sham gap: 0.347 Eh
- Charge: 0

Structure (XYZ):
```
15
Properties=species:S:1:pos:R:3:mulliken_charge:R:1
F 0.127 1.915 1.361 -0.732
O 1.032 -0.929 1.243 -0.382
N -1.291 -0.473 0.760 -0.063
C 1.081 -0.665 -0.216 0.011
C 0.029 -0.316 0.737 0.536
C 2.097 0.398 -0.632 -0.886
C -2.202 -0.091 -0.238 -0.846
H -3.149 0.357 0.159 0.309
H -1.665 -0.510 1.669 0.271
H -1.798 0.681 -0.844 0.310
H 1.440 1.071 -1.347 0.226
H 2.479 1.154 0.170 0.300
H -2.391 -0.999 -0.782 0.318
H 3.004 0.056 -1.249 0.310
H 1.207 -1.649 -0.792 0.319
```

***

Version B
Density functional theory data (wB97M-V/def2-TZVPD) for the molecule C4H8FNO.

Results
- Structure (SMILES): CC(C)(C=O)NF
- Kohn-Sham gap: 0.397 Eh
- Charge: 0

Structure (XYZ):
```
15
Properties=species:S:1:pos:R:3:mulliken_charge:R:1
F -2.644 -0.620 -0.465 -0.164
O -1.107 2.522 -0.022 -0.453
N -1.572 -0.936 0.279 -0.404
C 0.076 0.267 -1.350 -1.159
C -1.100 1.468 0.567 -0.336
C 0.662 -0.204 1.140 -1.278
C -0.376 0.228 0.100 1.125
H -1.076 -1.678 -0.238 0.314
H 1.555 0.389 0.868 0.357
H 0.355 -0.712 -1.941 0.271
H -1.751 1.555 1.541 0.335
H 0.776 -1.248 1.161 0.338
H 0.858 1.011 -1.481 0.354
H 0.191 -0.049 2.171 0.361
H -0.874 0.678 -1.845 0.338
```

***

Verdict on stability: version A comes out at the bottom.